A molecular structure, C5H52BrMnO21 in a non-equilibrium geometry, computed with ωB97M-V/def2-TZVPD.

Geometry as XYZ:
```
80
Properties=species:S:1:pos:R:3:forces:R:3
Mn -6.44556 19.70287 8.43381 -0.130 0.315 0.543
Br -7.48139 20.94142 10.35264 0.077 0.001 0.070
C -6.73582 17.25091 13.44966 0.622 0.137 -0.789
O -8.08530 17.46190 13.59117 -1.696 0.184 1.244
H -6.29952 18.17622 13.07344 0.627 -0.063 -0.169
H -6.24509 16.99222 14.38794 -0.278 -0.073 0.069
H -6.61996 16.44294 12.72726 0.772 -0.165 -0.072
H -8.51344 17.42303 12.73281 0.083 -0.218 0.114
C -10.69117 23.07646 14.83300 0.205 -0.278 1.073
O -9.36607 22.80564 15.35605 -1.460 0.698 -0.619
H -10.79215 23.88929 14.11382 0.509 0.067 0.035
H -11.08211 22.16630 14.37816 -0.170 -0.118 -0.159
H -11.33058 23.31231 15.68367 -0.012 0.032 0.006
H -8.98670 22.32530 14.61649 0.808 -0.018 0.197
C -8.30573 24.75436 12.49513 1.644 0.681 0.466
O -9.42463 25.59809 12.56891 0.213 -0.760 -0.510
H -7.44199 25.33652 12.17397 0.093 0.322 0.127
H -8.05879 24.34032 13.47273 -0.058 -0.247 0.112
H -8.29344 23.94971 11.75995 -0.809 -0.320 -0.240
H -10.13349 25.00008 12.32093 -0.872 0.656 0.125
C -3.92015 23.78380 8.68403 0.428 0.140 0.406
O -3.42194 22.47683 8.93595 -0.527 -0.543 -0.831
H -4.86710 23.89557 9.21213 -0.176 0.414 -0.277
H -3.16715 24.44777 9.10857 -0.303 0.628 -0.378
H -4.02609 23.90334 7.60579 -0.042 0.272 0.154
H -3.35158 22.45508 9.89312 0.572 -0.787 0.591
C -3.04120 17.43950 12.32456 0.018 -1.172 0.684
O -3.89095 18.52431 12.04482 -0.501 0.589 -0.278
H -2.86100 17.48626 13.39855 1.084 -0.049 -0.154
H -3.51946 16.46224 12.25878 -0.564 0.096 -0.547
H -2.18442 17.41033 11.65137 0.297 0.240 0.454
H -3.77677 19.08396 12.81641 -0.299 0.461 -0.355
O -9.20561 17.87423 11.16849 0.302 -0.380 -0.858
H -10.05803 17.62641 10.81046 -0.208 -0.299 0.081
H -9.36152 18.71445 11.59973 -0.056 0.553 0.427
O -10.74304 19.81148 12.79541 0.654 -0.308 0.047
H -10.90925 20.04895 11.88315 -0.432 0.513 -0.266
H -11.61391 19.71505 13.18079 -0.156 -0.030 0.328
O -6.71553 26.57357 9.21493 0.297 0.786 0.244
H -5.82779 26.53011 8.85959 0.162 0.115 -0.083
H -7.07489 25.69819 9.07067 -0.216 -0.497 -0.049
O -8.32038 21.23644 13.51924 0.535 -0.059 -0.096
H -9.01813 20.60296 13.35171 -0.550 -0.391 0.108
H -7.69224 21.09448 12.81106 0.003 -0.029 -0.178
O -5.62085 18.66611 6.73454 0.182 -0.454 -0.502
H -5.78275 18.83482 5.80634 -0.165 0.093 -0.340
H -5.07118 17.88252 6.74374 0.249 -0.346 0.176
O -10.36521 24.57703 8.33941 0.275 0.465 -0.453
H -10.86365 24.15088 7.64213 -0.126 0.022 -0.253
H -10.32081 23.92295 9.03686 -0.412 -0.357 0.574
O -2.71660 21.98569 11.61768 0.402 -0.230 -0.702
H -2.20160 22.71542 11.96193 0.258 0.191 0.147
H -3.61151 22.16695 11.90493 -0.797 0.108 0.739
O -8.22790 19.97941 6.98789 0.349 0.066 -0.100
H -8.01307 20.52463 6.23104 -0.024 0.464 -0.222
H -9.07083 19.58338 6.76686 -0.280 -0.263 0.173
O -5.08633 22.29125 13.03348 0.318 0.050 -0.290
H -4.93182 21.56041 13.63200 -0.029 -0.109 0.412
H -5.93335 22.09760 12.63187 -0.357 0.170 -0.154
O -4.57644 19.13323 9.39124 -0.200 -0.108 -0.736
H -3.73873 18.92392 8.97812 0.251 0.107 -0.234
H -4.37283 19.20505 10.32377 0.094 -0.146 1.241
O -11.85041 20.00494 10.26159 0.208 0.034 -0.262
H -11.86002 19.06217 10.09628 -0.083 -0.275 -0.153
H -12.72302 20.30260 10.00436 -0.459 0.153 0.044
O -7.36927 17.84418 8.91717 0.051 -0.380 -0.356
H -7.54906 17.02065 8.46363 0.127 -0.190 -0.357
H -7.75826 17.73047 9.78434 -0.528 0.254 0.980
O -5.38572 21.27564 7.50169 -0.933 -0.197 -1.020
H -5.12906 21.30815 6.58012 0.013 0.013 -0.283
H -4.68857 21.74328 7.96161 1.182 0.542 1.327
O -10.44152 22.49804 10.12352 -0.196 0.124 -0.249
H -9.57498 22.12596 10.28754 0.667 -0.219 0.263
H -10.95560 21.76702 9.78065 -0.128 -0.378 -0.066
O -11.64597 24.26155 11.73181 -0.502 0.068 0.239
H -11.27772 23.57366 11.17733 0.280 -0.361 -0.200
H -12.57886 24.26875 11.51759 -0.223 0.313 0.122
O -7.61553 24.11745 8.62785 0.616 -0.506 -0.176
H -8.56174 24.19286 8.50450 -0.771 0.470 -0.409
H -7.50198 23.30629 9.12320 0.201 -0.282 0.282
```
Forces are in eV/Å.

Results
Kohn-Sham gap (spin up / spin down) in eV: 6.60 / 6.60
E_LUMO (spin up / spin down) in eV: -3.8 / -3.8
Net charge: +1
2S+1: 6
E in Eh: -5526.55660

***

23 unconnected molecules or ions with the total composition C5H58NO26P2 in a non-equilibrium geometry, computed with ωB97M-V/def2-TZVPD.

Geometry as XYZ:
```
92
Properties=species:S:1:pos:R:3:forces:R:3
N -0.96217 4.00610 0.23762 0.425 0.816 -1.225
P -1.55564 2.83963 -0.71441 0.860 1.001 0.092
P -0.99196 0.87879 0.16238 0.920 -0.775 1.479
C -0.20663 -0.52967 1.25173 0.150 -0.800 0.461
C 1.38823 -0.19175 1.61548 -0.969 -0.045 -0.955
C 2.31510 -0.59376 0.30744 2.110 4.533 -1.014
O 3.10299 0.35201 -0.24071 -4.204 -6.466 2.759
O 2.19430 -1.97558 -0.23062 -0.997 3.551 -0.277
O -2.66614 0.52835 0.64283 -1.208 -1.420 -2.387
C -3.43831 -0.24892 -0.37323 1.424 -0.621 -0.075
C -2.52237 -0.28325 -1.77124 -0.100 1.558 -0.246
O -1.11687 -0.04672 -1.31631 -2.270 -1.090 -0.283
H -0.30546 4.59950 -0.33862 -0.945 -0.957 0.819
H -0.93503 3.03399 -2.03472 -1.001 -0.408 0.575
H -2.99123 2.81203 -0.82894 0.266 0.400 -0.481
H -0.98089 1.60624 1.41384 0.334 0.569 -0.501
H 0.32589 1.27337 -0.28138 0.071 0.122 0.105
H -0.31033 -1.58185 0.74754 0.277 2.159 1.163
H -0.80195 -0.48532 2.27962 1.351 -0.386 -2.218
H 1.73938 -0.75500 2.57979 -0.553 0.899 -1.990
H 1.43148 0.98529 1.79426 0.296 -2.581 -0.571
H 1.34486 -1.92529 -0.79323 1.469 -0.182 1.339
H -4.53437 0.17022 -0.50176 2.244 -0.762 0.186
H -3.42221 -1.36736 -0.02848 -0.534 2.121 -0.493
H -2.71439 0.58138 -2.55900 -0.042 -1.770 1.981
H -2.74226 -1.26910 -2.37911 0.978 1.644 1.506
O -4.25543 -3.61304 0.24765 0.208 -0.638 0.229
H -4.72901 -3.89122 1.04589 -0.004 0.310 -0.198
H -3.42775 -4.11595 0.27939 -0.188 0.294 -0.092
O 1.96556 -1.61145 -3.53525 0.075 -0.072 0.420
H 2.63299 -1.38885 -2.86904 -0.148 0.015 -0.158
H 1.12404 -1.40436 -3.10172 -0.020 0.219 -0.219
O -6.31413 -2.48339 1.78560 -0.022 -0.075 0.439
H -6.91180 -2.01353 2.38631 0.135 -0.188 -0.465
H -6.32128 -1.94501 0.97993 0.052 -0.160 0.241
O -4.88822 -1.95141 4.45790 -0.391 -0.399 0.056
H -5.02022 -2.64637 5.12006 0.276 0.177 -0.005
H -5.18460 -2.35794 3.62973 0.229 0.225 -0.106
O -4.68895 1.08330 -3.43178 -0.378 0.120 -0.313
H -5.28662 1.55315 -2.83106 0.259 0.029 -0.313
H -4.69610 1.62167 -4.23744 -0.056 -0.128 0.430
O -0.36644 -2.95613 2.29099 0.097 -1.237 0.825
H -0.84002 -3.23432 3.08922 0.061 0.107 -0.193
H 0.46124 -3.45905 2.32273 -0.170 0.132 -0.081
O 3.49320 -4.79310 -0.57793 0.114 -0.010 -0.304
H 3.58701 -5.00421 -1.51892 0.000 0.122 0.383
H 3.53246 -3.82528 -0.55018 -0.132 -0.095 0.041
O -6.15811 3.61275 -3.35362 -0.442 0.442 -0.024
H -6.75579 4.08261 -2.75291 0.266 -0.203 -0.154
H -6.16527 4.15113 -4.15928 0.141 -0.064 0.136
O 6.26827 -3.97889 1.03023 0.098 0.015 0.098
H 5.63702 -4.48705 0.49907 0.069 0.213 0.035
H 6.82362 -3.53460 0.37206 -0.231 -0.400 0.071
O -7.95917 -0.43114 1.05754 -0.442 0.387 0.428
H -7.58525 0.15996 1.72808 -0.008 -0.009 -0.286
H -8.89911 -0.48128 1.28775 0.296 -0.005 -0.183
O 6.13324 -3.41902 -1.66503 -0.173 0.315 -0.754
H 6.22705 -3.63012 -2.60602 0.006 0.077 0.331
H 6.17250 -2.45120 -1.63729 -0.042 -0.236 0.030
O -4.66977 -3.84890 6.96939 -0.215 0.132 0.419
H -4.00235 -3.62630 7.63560 -0.139 -0.020 -0.330
H -5.51130 -3.64181 7.40292 0.263 -0.090 -0.143
O 8.89295 -3.62809 -0.64206 0.423 -0.070 0.177
H 9.18864 -4.52545 -0.85688 -0.217 0.278 0.090
H 9.23300 -3.47758 0.25276 -0.090 -0.153 -0.098
O -5.31895 6.07156 -5.49134 -0.091 0.459 -0.024
H -5.04551 6.70137 -4.80767 -0.004 -0.289 -0.145
H -5.50539 6.62886 -6.26182 0.051 -0.273 0.243
O 2.32644 3.60225 0.02647 0.573 -0.096 0.137
H 2.62213 2.70489 -0.18835 -0.381 -0.028 0.065
H 2.66649 3.75276 0.92129 -0.265 -0.026 -0.247
O 5.40699 3.74831 -0.10523 -0.111 -0.205 -0.079
H 5.00425 4.08311 -0.92044 0.032 -0.043 0.177
H 4.76927 3.09506 0.21966 0.259 0.270 -0.079
O -2.90255 1.68614 3.41288 -0.521 -0.174 0.379
H -3.62607 1.30318 3.93124 0.320 0.070 -0.175
H -2.99140 1.26859 2.54297 0.225 -0.019 -0.290
O 5.42061 5.63777 -2.37286 0.122 0.576 -0.150
H 5.69404 6.26759 -1.68920 -0.098 -0.300 -0.100
H 5.23417 6.19507 -3.14335 -0.028 -0.300 0.268
O 11.28942 -2.13962 0.05974 0.250 -0.071 -0.377
H 10.57429 -2.25735 -0.58335 0.081 0.002 0.068
H 12.09468 -2.30786 -0.45235 -0.274 0.093 0.258
O -0.44269 5.95421 2.54620 0.533 0.226 0.363
H 0.29791 5.49273 2.96736 -0.402 0.098 -0.231
H -0.62189 5.43147 1.75019 -0.298 -0.538 -0.194
O -0.74864 -1.89118 -4.55759 0.261 -0.160 -0.262
H -0.35653 -1.30439 -5.22149 -0.098 -0.147 0.306
H -0.10795 -2.61359 -4.47617 -0.161 0.246 -0.062
O 4.10845 1.01715 2.69429 0.401 -0.351 0.046
H 4.84906 0.55567 3.11546 -0.248 0.224 -0.132
H 3.92925 0.49442 1.89828 -0.040 0.288 0.026
```
Forces are in eV/Å.

Results
Kohn-Sham gap in eV: 5.44
E_LUMO in eV: 1.8
Net charge: -1
2S+1: 1
E in Eh: -2918.81777

***

A molecular structure, C5H5AuCl2NO5Sm in a non-equilibrium geometry, computed with ωB97M-V/def2-TZVPD.

Geometry as XYZ:
```
20
Properties=species:S:1:pos:R:3:forces:R:3
Sm -0.73213 -0.23039 -2.24029 0.048 0.989 -3.126
Au 2.74485 2.15717 0.45363 0.061 0.626 -1.102
Cl 0.74761 1.74906 -2.73204 0.401 -0.151 1.620
Cl -3.41669 -0.27783 -3.53373 0.046 0.105 0.185
C 3.34008 2.55018 2.25550 1.895 -0.724 3.554
C -0.72386 -1.83635 -4.30040 -1.052 -1.580 -2.894
C -0.61223 0.73919 -4.67747 -1.827 1.112 -4.617
O 3.81782 2.45996 3.28404 -1.463 0.690 -2.845
O -1.06795 -2.20898 -5.31629 1.123 0.744 2.675
O -0.82165 1.12793 -5.73826 1.122 -1.141 3.851
N -0.28655 -0.76444 3.33961 0.394 0.597 -0.430
C 0.23562 -0.34212 2.04246 -0.943 0.799 -0.325
C -0.94073 -0.70409 1.15882 2.466 1.319 -4.971
O -2.00209 -1.04550 1.70013 -0.912 -0.322 -0.369
O -0.69495 -0.59696 -0.11684 -1.480 -0.736 4.392
H -1.21357 -0.33781 3.46350 0.171 -0.058 1.122
H 0.36939 -0.51026 4.03641 0.623 0.180 1.934
H -0.35203 -1.76350 3.24450 -0.276 -1.109 1.116
H 0.51460 0.73968 1.95363 -0.754 -0.726 0.249
H 1.09445 -0.90493 1.72309 0.358 -0.615 -0.017
```
Forces are in eV/Å.

Results
Energy relative to the best compared isomer or geometry (same formula, charge and spin) in kcal per mole: 15.47
Kohn-Sham gap (spin up / spin down) in eV: 7.90 / 3.80
E_LUMO (spin up / spin down) in eV: -15.9 / -20.0
Net charge: +4
2S+1: 8
E in Eh: -2336.65850

***

A single C5H5Br2OP molecule in a non-equilibrium geometry, computed with ωB97M-V/def2-TZVPD.

Geometry as XYZ:
```
14
Properties=species:S:1:pos:R:3:forces:R:3
C 2.24668 0.82318 -0.56764 -0.549 -0.035 -3.438
C 0.92668 0.19748 -0.16242 1.005 0.818 -0.287
C 0.78158 -0.75508 0.79295 0.181 0.614 -1.560
C -0.60142 -1.09355 0.75110 -1.380 0.228 1.854
C -1.20201 -0.27100 -0.12541 0.368 1.752 -2.043
P -2.82627 0.02316 -0.91048 1.020 -0.029 0.354
Br -3.43029 1.72008 0.35981 -0.270 0.697 0.165
Br -3.80227 -1.57522 0.17570 -0.805 -0.943 0.288
O -0.25269 0.60475 -0.73743 0.523 -2.088 1.206
H 3.05021 0.04955 -0.76343 -0.933 0.836 0.764
H 2.14247 1.32602 -1.63689 0.022 -0.831 2.229
H 2.53150 1.59224 0.12342 0.432 0.247 0.337
H 1.71185 -1.12897 1.18586 -0.496 -0.558 0.727
H -1.27603 -1.51262 1.51485 0.881 -0.706 -0.596
```
Forces are in eV/Å.

Results
Energy relative to the best compared isomer or geometry (same formula, charge and spin) in kcal per mole: 0.00
Kohn-Sham gap in eV: 9.00
E_LUMO in eV: 0.2
2S+1: 1
E in Eh: -5758.14656

***

A single C5H5BrClN3O2 molecule in a non-equilibrium geometry, computed with ωB97M-V/def2-TZVPD.

Geometry as XYZ:
```
17
Properties=species:S:1:pos:R:3:forces:R:3
N 0.88663 -0.04794 2.11300 0.471 0.819 0.077
C 0.79081 -0.61732 0.83428 -1.708 -1.518 -1.784
Cl 1.77974 -2.12614 0.53452 0.169 -0.403 0.462
N 1.41467 0.27348 -0.13732 0.672 -0.562 3.415
C 0.88096 0.55599 -1.19582 -0.418 1.729 -3.370
C -0.41751 0.16002 -1.77458 -0.410 -1.950 1.074
Br -0.00419 -0.94934 -3.38620 -0.339 0.562 0.564
C -1.19946 -0.64279 -0.80155 -1.164 -1.112 0.464
C -0.70355 -1.07630 0.34126 3.668 1.494 0.661
N -1.44843 -1.97095 1.19189 0.304 0.920 1.732
O -0.99006 -2.20998 2.30696 -0.089 -0.112 -1.023
O -2.52450 -2.31100 0.79282 -1.077 -0.883 -0.251
H 1.22518 -0.61252 2.87947 -0.549 -0.672 -0.243
H 1.57294 0.69490 2.03177 -0.070 0.178 -0.035
H 1.44490 1.20426 -1.86624 0.141 0.085 -0.003
H -1.04484 0.96971 -2.02423 -0.238 1.149 -1.020
H -2.25352 -0.94734 -0.92056 0.636 0.277 -0.720
```
Forces are in eV/Å.

Results
Energy relative to the best compared isomer or geometry (same formula, charge and spin) in kcal per mole: 0.00
Kohn-Sham gap in eV: 9.32
E_LUMO in eV: -1.1
2S+1: 1
E in Eh: -3542.34458